Molecular formula: C4H6N4
Method: DFT, wB97M-V/def2-TZVPD

Positions of all 14 atoms, in Å:
C 0.217 -0.726 0.149
C 0.511 1.663 -0.553
C 1.593 -0.520 0.464
C 2.638 -0.711 1.203
H -2.909 -1.598 1.061
H -2.155 -2.070 -0.752
H -1.196 0.282 -0.666
H 1.634 1.782 -0.014
H -1.023 2.475 -2.093
H 3.476 -0.790 2.323
N -2.037 -1.057 0.240
N -0.588 -1.655 0.500
N -0.203 0.368 -0.427
N 0.044 2.558 -1.435

Atoms 1-2, force components in eV/Å:
C 0.5 0.5 0.7
C -1.6 0.5 -3.4

---

Molecular formula: C4H6N4
Method: DFT, wB97M-V/def2-TZVPD

Summary:
SMILES: Nc1[nH]nc2c1NC2

Positions of all 14 atoms, in Å:
N 2.348 -1.006 -0.088
C 1.160 -0.259 0.084
N 1.216 1.212 0.137
N -0.127 1.756 0.022
C -0.902 0.590 -0.169
C -0.207 -0.543 -0.087
N -1.488 -1.314 0.178
C -2.260 -0.014 -0.014
H 2.149 -1.859 -0.841
H 2.684 -1.401 0.876
H 1.668 2.191 -0.406
H -1.325 -2.407 -0.327
H -2.927 0.268 -0.879
H -2.631 0.032 0.953

Atoms 1-2, force components in eV/Å:
N -0.1 -3.2 0.2
C -0.4 1.8 -1.3

---

Molecular formula: C4H6N4
Method: DFT, wB97M-V/def2-TZVPD

Summary:
SMILES: [H]/N=C\NN1C[C@@H]1C#N

Positions of all 14 atoms, in Å:
H -1.347 -2.768 -1.158
N -1.913 -1.869 -1.407
C -1.523 -0.685 -0.953
N -0.378 -0.724 -0.045
N -0.306 0.265 1.123
C -0.446 1.609 0.700
C 0.869 1.004 1.079
C 1.791 0.640 0.080
N 2.594 -0.029 -0.582
H -2.204 0.180 -1.210
H -0.375 -1.703 0.479
H -0.417 1.857 -0.398
H -1.105 2.269 1.255
H 1.319 1.269 1.983

Atoms 1-2, force components in eV/Å:
H -0.9 2.5 -0.1
N 1.1 1.7 0.3

---

Molecular formula: C4H6N4O2
Method: DFT, wB97M-V/def2-TZVPD

Positions of all 16 atoms, in Å:
C -0.593 -0.515 -1.257
C -0.039 0.655 -1.322
C -1.285 -1.229 -2.351
C 1.361 1.291 2.211
N -0.091 -1.177 0.002
N 0.349 -0.548 0.948
N 1.007 0.453 1.078
N 0.687 1.743 -0.957
O 0.036 2.645 -0.470
O 1.859 1.714 -1.301
H -0.942 -1.084 -3.432
H -1.072 -2.233 -2.101
H -2.357 -1.133 -2.325
H 2.168 0.858 2.897
H 1.738 2.225 1.848
H 0.435 1.580 2.738

Atoms 1-2, force components in eV/Å:
C 2.1 3.0 0.2
C -0.7 -1.0 -0.4

---

Molecular formula: C4H6N5O6
Method: DFT, wB97M-V/def2-TZVPD

Summary:
SMILES: [H]/N=[N+](\C)[C@H]([C@@H](C(=O)N=O)[N+](=O)[O-])[N+](=O)[O-]
Total charge: +1

Positions of all 21 atoms, in Å:
H -0.420 -1.361 1.973
N -0.062 -0.852 1.160
N -0.962 -0.474 0.308
C -2.356 -0.532 0.673
C -0.473 0.346 -0.807
C 1.060 0.157 -0.935
C 1.639 0.612 0.414
O 1.301 1.673 0.903
N 2.914 -0.065 0.656
O 3.295 -0.572 1.606
N 1.430 -1.242 -1.094
O 2.517 -1.538 -0.595
O 0.687 -1.977 -1.671
N -0.836 1.854 -0.585
O -1.618 2.057 0.285
O -0.242 2.611 -1.372
H -3.087 -1.083 0.092
H -2.405 -0.736 1.692
H -2.799 0.499 0.690
H -1.113 -0.073 -1.634
H 1.529 0.698 -1.758

Atoms 1-2, force components in eV/Å:
H -0.6 0.0 0.0
N -2.3 0.7 -3.3

---

Molecular formula: C4H6NO
Method: DFT, wB97M-V/def2-TZVPD

Summary:
Total charge: +1

Positions of all 12 atoms, in Å:
C -0.336 -0.310 0.546
C 1.085 0.033 2.536
C -0.263 -0.055 2.051
C 0.730 0.095 -1.510
N 0.492 0.239 -0.140
O 2.154 0.028 2.846
H -1.037 -1.137 0.198
H -1.095 0.706 2.294
H -0.756 -0.791 2.610
H 1.109 0.992 -1.753
H -0.118 -0.087 -2.100
H 1.448 -0.716 -1.737

Atoms 1-2, force components in eV/Å:
C -1.8 -3.0 0.7
C -0.5 0.8 -0.4

---

Molecular formula: C4H6NO
Method: DFT, wB97M-V/def2-TZVPD

Summary:
SMILES: O=CC[NH+]1C=C1
Total charge: +1

Positions of all 12 atoms, in Å:
O -0.401 -1.515 -1.566
C -0.300 -1.779 -0.410
C 0.282 -0.716 0.636
N 0.564 0.615 0.057
C -0.194 1.736 0.429
C -0.525 1.301 -0.744
H -0.784 -2.681 -0.003
H -0.378 -0.557 1.497
H 1.325 -1.182 0.825
H 1.538 0.811 -0.073
H -0.279 2.586 1.114
H -0.847 1.380 -1.762

Atoms 1-2, force components in eV/Å:
O 0.5 0.2 -0.4
C -1.1 1.7 0.7

---

Molecular formula: C4H6NO
Method: DFT, wB97M-V/def2-TZVPD

Summary:
SMILES: C=CCC=[N+]=O
Total charge: +1

Positions of all 12 atoms, in Å:
C 1.515 -1.203 -0.149
C 1.056 0.008 -0.277
C 0.055 0.692 0.577
C -1.254 0.713 -0.461
N -2.213 0.084 -0.056
O -3.106 -0.436 0.547
H 1.212 -1.822 0.839
H 2.315 -1.543 -0.652
H 1.397 0.534 -1.198
H -0.291 0.238 1.458
H 0.410 1.695 0.769
H -1.097 1.039 -1.397

Atoms 1-2, force components in eV/Å:
C -2.5 -1.5 5.8
C -0.1 1.1 -1.7

---

ΔE to the lowest compared entry with this formula, charge and spin across the listed records, respectively: 255.98; 160.10; 118.96; 277.36; 159.81; 47.44; 74.94; 114.29 kcal per mole.